[1]
The following is a quantum chemistry calculation of a 2-piece molecular cluster, C22H29BrClF4IN2O9S overall in a non-equilibrium geometry, from the OMol25 dataset.

Structure (XYZ):
```
70
Properties=species:S:1:pos:R:3:forces:R:3
C -7.6771 -1.0758 0.5027 0.383 -0.739 -0.326
C -6.8202 -1.6582 -0.1538 0.266 -0.146 0.527
C -5.6047 -2.4308 -0.8209 -1.610 1.215 1.234
C -4.2848 -1.8552 -0.1608 0.662 0.930 -0.987
C -2.9319 -2.4244 -0.8133 -0.377 -0.804 1.753
C -1.7376 -1.3507 -0.7918 -1.452 0.035 -3.693
O -0.4810 -1.8555 -1.1491 -1.291 0.226 2.630
C 0.0707 -2.7594 -0.1573 2.643 -1.677 0.447
C -0.1384 -4.3128 -0.4854 -0.438 0.377 1.046
N -1.7826 -0.3072 0.3042 0.066 1.554 1.486
C -1.8876 -0.6121 1.7615 -0.386 -0.988 1.336
C -0.6428 -0.1363 2.6399 -0.024 -0.753 0.303
C 0.7539 -0.0570 1.8656 0.455 1.032 0.854
C 1.4008 1.4169 2.0293 0.287 -0.457 0.279
C 2.6482 1.4136 3.0417 -0.072 0.512 -0.612
C 3.2972 2.8707 2.9960 -0.935 -0.128 1.183
O 4.3018 3.0182 1.9615 -1.240 1.132 -1.362
C 4.1543 4.2103 1.2504 0.148 2.031 -0.584
C 4.2862 4.2256 -0.3402 0.692 -0.455 0.059
O 3.9439 5.3021 1.7764 0.072 -2.489 -0.303
C -1.7624 0.9459 -0.0605 -0.339 0.493 -2.072
Br -1.8407 2.5870 0.9689 -0.028 -2.178 -0.605
C -1.6589 1.1425 -1.6495 -0.732 -1.094 1.942
I -3.3135 2.3262 -2.4153 0.626 0.408 0.506
C -0.1604 1.6537 -1.8478 0.755 0.983 0.316
C -0.0791 3.1735 -2.3603 -0.558 -0.341 -1.693
O -0.3039 3.4732 -3.5045 0.557 -0.531 2.497
Cl 0.3870 4.4734 -1.1454 -0.284 -1.164 -0.724
C -2.0416 -0.3601 -2.0460 2.518 -0.548 -2.634
F -3.2867 -0.4991 -2.7029 1.082 0.000 2.171
O -1.1242 -0.8261 -3.0908 -1.257 -0.092 1.567
N -1.5085 -0.0991 -4.2251 -0.275 -0.277 -2.169
O -1.6069 -0.8138 -5.1523 0.453 0.886 0.902
H -8.5079 -0.6561 1.1331 1.502 -0.616 -1.234
H -5.6588 -2.2060 -1.9249 0.329 -0.400 1.162
H -5.7883 -3.5303 -0.6202 0.440 1.261 -0.341
H -4.2856 -0.7311 -0.3824 -0.279 -1.401 0.400
H -4.2476 -1.9558 0.9695 -0.307 -0.117 -1.458
H -3.0872 -2.8166 -1.8715 0.410 0.932 1.279
H -2.6671 -3.3505 -0.1978 0.066 1.298 -0.858
H -0.2491 -2.5616 0.9075 0.050 0.101 -1.290
H 1.2107 -2.5864 -0.1764 -1.755 0.068 -0.084
H -0.4878 -4.4565 -1.5476 0.417 0.048 1.195
H -0.9035 -4.6944 0.2752 0.769 0.184 -1.364
H 0.8108 -4.9058 -0.2693 -1.147 1.005 -0.543
H -2.8581 -0.1342 2.1298 1.309 -0.588 -0.530
H -2.0161 -1.7377 1.8692 0.144 1.501 -0.383
H -0.9382 0.8195 3.1768 0.618 -1.029 -0.866
H -0.5240 -0.9141 3.4692 -0.386 0.990 -1.113
H 1.4913 -0.7606 2.3680 -1.006 0.671 -0.791
H 0.7205 -0.3524 0.7773 -0.046 0.340 1.192
H 0.6534 2.1502 2.4901 0.812 -0.981 -0.796
H 1.7082 1.8066 1.0015 -0.143 -0.445 1.395
H 3.3827 0.5884 2.7960 -0.695 1.059 0.033
H 2.2735 1.2192 4.1016 0.384 0.344 -1.302
H 3.7506 3.1546 3.9947 -0.472 -0.350 -1.174
H 2.4325 3.5857 2.7790 1.282 -0.704 0.418
H 4.5351 5.2773 -0.6990 -0.415 -1.317 0.888
H 3.3193 3.9272 -0.8519 1.109 0.110 0.858
H 5.1234 3.5532 -0.7023 -1.139 0.522 0.490
H 0.4564 1.0555 -2.5790 -0.976 0.475 0.705
H 0.3852 1.6089 -0.8467 -0.665 -0.086 -1.300
C 5.2786 -1.0125 -1.5696 0.865 0.139 -0.844
F 4.8213 -1.2999 -2.8107 -0.185 0.034 0.581
F 6.3867 -1.7639 -1.3938 -0.630 0.159 0.251
F 5.6978 0.2735 -1.6115 -0.416 -0.362 0.286
S 4.0030 -1.3044 -0.2547 -0.914 -0.348 1.463
O 3.6686 -2.7178 -0.3505 0.205 0.388 -0.508
O 2.8878 -0.4215 -0.5980 0.329 0.022 -0.420
O 4.6533 -0.9491 0.9941 0.168 0.138 -0.671
```
Forces are in eV/Å.

Computed properties:
**Net charge**: 0
**Spin multiplicity**: 1
**Gap between HOMO and LUMO**: 6.137 eV
**Highest occupied orbital energy**: -8.607 eV

[2]
The following is a quantum chemistry calculation of an isolated ion of composition C22H29ClN3O3S and charge +1 in a non-equilibrium geometry, from the OMol25 dataset.

Structure (XYZ):
```
59
Properties=species:S:1:pos:R:3:forces:R:3
C 3.1281 3.1816 -3.7599 -0.209 -0.022 0.247
C 2.3770 2.1924 -2.8691 0.233 -0.092 -0.116
N 1.0516 1.8478 -3.4134 -0.087 0.260 -0.398
C -0.0658 2.4286 -2.7023 -0.073 0.259 -0.069
C -0.2805 1.7111 -1.3789 0.093 -0.305 -0.213
O -0.9417 2.1479 -0.4648 -0.154 0.282 0.217
N 0.3432 0.4901 -1.3659 0.146 -0.014 -0.523
C 0.4566 -0.3858 -0.3205 -0.139 -0.330 0.542
C 0.1735 -0.0043 0.9914 0.078 0.220 -0.210
C 0.2518 -0.9401 2.0032 -0.125 0.219 0.687
S -0.1376 -0.4049 3.6445 -0.303 -0.079 -0.105
O 0.1140 -1.3998 4.6248 0.047 -0.382 -0.135
O 0.1673 0.9588 3.8822 0.043 0.262 -0.323
N -2.0526 -0.3717 3.6658 1.038 0.029 0.194
C -2.6083 0.7434 2.8617 -0.122 0.648 -0.708
C -3.0710 0.3661 1.4581 -0.371 0.000 0.118
C -4.4982 -0.1811 1.4316 0.166 -0.296 -0.130
C -4.6210 -1.6173 1.9335 -0.181 0.284 0.153
C -4.0762 -1.8366 3.3439 0.093 -0.003 -0.308
C -2.5513 -1.7334 3.4124 -0.460 -0.855 0.050
C 0.6439 -2.2486 1.7893 0.037 -0.196 0.017
C 0.9772 -2.6227 0.4962 -0.054 0.098 0.102
C 0.8782 -1.7143 -0.5478 -0.101 0.208 0.157
Cl 1.2754 -2.2052 -2.1450 -0.143 -0.033 0.129
C 3.1685 0.9153 -2.6775 0.106 0.085 0.221
C 3.6230 0.5491 -1.4169 -0.011 0.077 -0.114
C 4.3319 -0.6260 -1.2361 0.084 -0.120 0.052
C 4.5948 -1.4500 -2.3167 0.078 -0.033 0.055
C 4.1402 -1.0964 -3.5764 0.041 0.009 -0.089
C 3.4280 0.0761 -3.7546 0.043 0.056 0.070
H 3.3022 2.7545 -4.7448 0.030 -0.049 -0.115
H 2.5570 4.1016 -3.8713 -0.035 0.092 -0.039
H 4.0910 3.4243 -3.3184 0.099 0.023 -0.016
H 2.2293 2.6537 -1.8847 0.005 -0.055 -0.074
H 1.0113 2.0692 -4.4008 -0.084 -0.026 0.078
H 0.0340 3.5038 -2.4878 -0.032 -0.157 0.058
H -0.9779 2.3002 -3.2933 0.034 0.030 0.071
H 0.7895 0.2520 -2.2555 -0.079 0.062 0.186
H -0.0973 1.0162 1.2012 -0.034 0.085 -0.055
H -2.2004 -0.1504 4.6532 0.056 -0.026 0.035
H -1.8236 1.5019 2.8200 -0.143 -0.013 0.086
H -3.4554 1.1779 3.3986 0.154 -0.110 0.141
H -3.0329 1.2769 0.8588 0.150 -0.025 0.044
H -2.3859 -0.3415 0.9926 0.069 0.033 -0.095
H -4.8640 -0.1495 0.4053 -0.055 0.072 -0.009
H -5.1437 0.4708 2.0227 -0.074 0.080 0.006
H -5.6751 -1.8956 1.9228 0.001 -0.093 -0.046
H -4.1015 -2.2888 1.2469 0.004 -0.082 -0.045
H -4.3557 -2.8405 3.6647 0.074 0.033 0.118
H -4.5352 -1.1357 4.0423 -0.074 0.003 0.150
H -2.1178 -2.0824 2.4724 0.020 0.064 0.077
H -2.1565 -2.3590 4.2158 0.009 0.121 -0.095
H 0.7060 -2.9386 2.6139 0.033 -0.163 0.058
H 1.3078 -3.6285 0.2930 0.035 -0.084 -0.049
H 3.4272 1.1922 -0.5697 -0.034 0.096 0.091
H 4.6825 -0.8953 -0.2507 0.052 -0.026 0.091
H 5.1529 -2.3637 -2.1789 0.050 -0.083 0.011
H 4.3422 -1.7356 -4.4228 0.022 -0.059 -0.079
H 3.0701 0.3395 -4.7383 -0.046 0.022 -0.155
```
Forces are in eV/Å.

Computed properties:
**Net charge**: +1
**Spin multiplicity**: 1
**Gap between HOMO and LUMO**: 8.063 eV
**Highest occupied orbital energy**: -11.472 eV

[3]
The following is a quantum chemistry calculation of a 4-piece molecular cluster, C22H29F3N6O3 overall in a non-equilibrium geometry, from the OMol25 dataset.

Structure (XYZ):
```
63
Properties=species:S:1:pos:R:3:forces:R:3
C -2.0470 -5.2161 -0.5948 0.028 0.750 -0.318
C -2.0022 -4.3597 -1.8634 -0.070 -0.069 0.471
O -1.6281 -3.0264 -1.5076 0.112 0.028 -0.053
C -0.2841 -2.7310 -1.7965 -0.132 -0.083 -0.782
C 0.0047 -1.2911 -1.4297 0.010 -0.347 0.027
C 0.0267 -0.9519 0.0989 0.401 0.013 -0.563
C 0.0294 -2.2042 0.9059 -0.354 0.164 -0.119
N -0.0008 -3.1416 1.5652 0.181 -0.148 -0.019
C 1.3999 -0.2420 0.3790 0.170 -0.070 0.174
C 1.8385 -0.3891 1.7791 -0.551 0.814 0.019
N 2.0891 -0.2782 2.8938 0.186 -0.351 0.046
C 1.4573 1.2426 -0.0613 0.347 0.323 -0.362
C 2.4781 1.4864 -1.1865 -0.083 -1.144 -0.328
C 3.8914 1.2851 -0.7148 0.737 0.173 -1.256
F 4.1666 0.4535 0.3328 -0.480 1.109 0.852
C 4.9467 1.9179 -1.2743 -0.150 -0.294 0.711
F 5.2410 1.8939 -2.5621 -0.787 1.206 -0.134
F 5.8356 2.6442 -0.6080 0.721 -1.086 0.008
N -1.1052 -0.0619 0.3876 -0.054 -0.337 0.516
C -2.4198 -0.6712 0.1591 -0.576 -0.257 -0.439
C -3.2074 -0.1305 -1.0043 0.131 0.176 0.491
O -2.8713 -1.5134 0.8833 0.229 0.097 0.243
C -1.0791 0.5490 1.7293 0.131 0.476 0.363
C -1.3600 -0.2333 2.9838 -0.385 -0.144 -0.007
O -0.8627 1.7267 1.7859 0.030 -0.043 -0.167
H -1.1874 -4.9346 0.0122 0.106 -0.322 0.062
H -2.0494 -6.2821 -0.8097 -0.075 -0.037 0.060
H -2.9268 -4.9132 -0.0282 -0.049 -0.263 0.102
H -1.2991 -4.7619 -2.5980 0.013 0.025 -0.041
H -2.9860 -4.2847 -2.3271 0.019 -0.045 -0.086
H -0.1401 -2.8182 -2.8850 0.095 0.042 0.031
H 0.4228 -3.4453 -1.3544 -0.121 0.073 0.322
H 0.9648 -1.0473 -1.8817 0.092 0.057 0.134
H -0.7250 -0.6680 -1.9407 -0.054 0.117 0.173
H 2.1469 -0.7779 -0.2068 -0.124 -0.231 0.010
H 1.6867 1.8899 0.7836 -0.048 -0.045 0.060
H 0.4974 1.5851 -0.4385 -0.130 -0.192 0.129
H 2.2230 0.8364 -2.0342 -0.006 -0.057 0.061
H 2.3723 2.5090 -1.5393 0.047 0.066 0.122
H -2.8530 -0.5727 -1.9329 0.059 0.112 -0.062
H -3.1467 0.9575 -1.0253 0.162 -0.018 -0.178
H -4.2365 -0.4400 -0.8729 -0.050 -0.014 -0.038
H -1.3430 -1.3103 2.8660 0.156 0.014 -0.001
H -2.3728 0.0360 3.2970 -0.020 -0.006 -0.065
H -0.6950 0.1149 3.7691 0.162 -0.044 -0.079
C 4.2229 2.4942 2.7802 -0.066 -0.021 0.024
C 3.3019 3.5544 3.1747 -0.008 0.066 -0.120
N 2.5746 4.4037 3.4345 0.054 0.023 0.043
H 3.7043 1.5363 2.7836 0.036 0.019 0.030
H 4.5927 2.6975 1.7764 0.019 0.009 0.007
H 5.0653 2.4469 3.4676 -0.010 0.013 0.014
C 3.0179 7.2699 0.4853 -0.014 -0.015 -0.005
C 2.6376 5.9672 -0.0471 0.030 -0.005 0.109
N 2.3452 4.9341 -0.4488 0.029 -0.127 -0.116
H 3.5422 7.1380 1.4298 -0.026 -0.019 0.017
H 3.6687 7.7821 -0.2206 -0.003 0.004 -0.001
H 2.1276 7.8720 0.6543 0.000 0.001 0.012
C -6.9826 -2.9406 -1.2954 0.032 0.035 -0.001
C -5.9016 -2.3862 -2.1033 -0.001 -0.079 -0.002
N -5.0427 -1.9574 -2.7315 -0.092 -0.085 -0.110
H -7.8800 -2.3368 -1.4150 -0.007 -0.006 0.004
H -7.1936 -3.9601 -1.6119 -0.004 -0.002 0.003
H -6.6912 -2.9451 -0.2465 0.004 -0.001 0.001
```
Forces are in eV/Å.

Computed properties:
**Net charge**: 0
**Spin multiplicity**: 1
**Gap between HOMO and LUMO**: 9.160 eV
**Highest occupied orbital energy**: -8.835 eV

[4]
The following is a quantum chemistry calculation of C22H29IrN4O2 as an isolated structure in a non-equilibrium geometry, from the OMol25 dataset.

Structure (XYZ):
```
58
Properties=species:S:1:pos:R:3:forces:R:3
Ir 0.0141 0.1334 -0.4651 1.385 -4.074 4.618
C 3.0453 -0.7219 -0.7350 0.171 -0.407 -0.247
N 2.3185 0.3587 -0.0661 -1.422 0.538 -0.726
C 2.6709 1.6545 -0.6531 0.281 0.472 -0.233
C 2.5281 0.3573 1.3665 -0.756 -0.354 1.089
C 3.7188 0.7586 1.9386 0.071 0.044 0.157
C 3.8519 0.8307 3.3203 -0.175 0.015 -0.055
C 2.7510 0.5732 4.1297 0.440 0.077 -0.125
C 1.5624 0.1498 3.5804 -0.296 0.030 -0.593
C 1.4456 -0.0561 2.1903 1.211 0.640 0.009
N 0.3426 -0.5607 1.5612 -0.451 1.056 -2.845
C -0.5295 -1.4433 2.1114 -1.193 -0.767 0.100
C -0.3454 -2.1194 3.3445 0.216 0.285 -0.479
C -1.3513 -2.8777 3.8970 -0.472 0.008 -0.229
C -2.5728 -3.0086 3.2449 0.131 -0.044 -0.130
C -2.7190 -2.4918 1.9646 -0.084 -0.108 0.251
C -1.7116 -1.7557 1.3772 0.892 0.294 0.945
N -1.7756 -1.3730 -0.0197 0.618 1.363 -0.761
C -1.5009 -2.5625 -0.8387 0.144 -0.269 -0.305
C -3.0608 -0.7871 -0.4103 -0.377 0.096 -0.073
H 4.1275 -0.6178 -0.5926 -0.088 0.083 0.054
H 2.8310 -0.6905 -1.8038 -0.010 0.008 0.074
H 2.7381 -1.6876 -0.3319 -0.042 0.102 0.020
H 3.7541 1.7961 -0.7107 0.045 0.004 0.059
H 2.2418 2.4537 -0.0510 -0.004 -0.056 -0.023
H 2.2650 1.7144 -1.6605 0.044 -0.026 -0.082
H 4.5586 1.0346 1.3193 0.091 0.034 -0.125
H 4.7899 1.1341 3.7544 0.115 0.051 0.042
H 2.8303 0.7084 5.1981 -0.024 0.027 0.084
H 0.6849 0.0380 4.1985 0.044 -0.178 0.072
H 0.6040 -2.0552 3.8549 -0.051 0.078 -0.018
H -1.1979 -3.3643 4.8479 0.056 -0.022 0.095
H -3.3825 -3.5529 3.6963 -0.140 -0.143 0.082
H -3.6365 -2.6797 1.4285 -0.112 -0.040 -0.097
H -2.2496 -3.3424 -0.6622 -0.017 0.094 0.065
H -0.5211 -2.9706 -0.5884 -0.040 0.101 0.021
H -1.5253 -2.2975 -1.8951 0.032 0.069 -0.027
H -3.8550 -1.5378 -0.4609 0.007 -0.005 0.056
H -2.9620 -0.3332 -1.3944 0.032 -0.028 -0.078
H -3.3525 -0.0163 0.3005 0.079 -0.024 0.051
O -1.0849 1.8301 -1.1066 -1.509 0.858 -0.178
N -2.0739 2.5733 -0.5555 0.699 2.113 -0.672
C -3.0662 3.0333 -1.4201 1.573 -1.480 1.173
C -3.8323 4.1035 -1.0911 -0.550 0.973 1.053
C -3.6256 4.7891 0.1184 0.953 -1.070 -0.271
C -2.5904 4.3380 0.9633 -1.462 0.973 -0.207
C -1.8261 3.2715 0.6210 -0.039 -1.942 -1.538
H -3.1513 2.4857 -2.3431 0.118 -0.075 -0.060
H -4.6081 4.4259 -1.7673 -0.014 -0.005 -0.117
H -4.2210 5.6446 0.3769 -0.118 0.160 0.077
H -2.4005 4.8462 1.8950 0.108 0.026 0.073
H -1.0031 2.8904 1.2041 0.122 -0.071 -0.041
C -0.0932 0.5777 -3.7684 -0.037 0.321 -0.361
O 0.5172 -0.3324 -2.8584 -0.116 0.236 0.314
H -1.0218 0.1688 -4.1716 0.002 0.029 -0.008
H 0.5941 0.8109 -4.5833 -0.078 0.017 -0.035
H -0.3175 1.4794 -3.2012 0.015 -0.045 -0.148
H 0.5984 -1.1919 -3.2862 -0.020 -0.044 0.258
```
Forces are in eV/Å.

Computed properties:
**Net charge**: +1
**Spin multiplicity**: 2
**Gap between HOMO and LUMO (alpha / beta)**: 5.759 / 5.938 eV
**Highest occupied orbital energy (alpha / beta)**: -9.161 / -9.383 eV

> spin multiplicity of number 3 (C22H29F3N6O3)?

1

> What is the formula in the fourth record?

C22H29IrN4O2